{"formula": "C12H24AsF6O6W", "method": "ωB97M-V/def2-TZVPD", "charge": 4, "multiplicity": 4, "homo_lumo_gap_ev": [8.53, 10.02], "e_above_lowest_kj_mol": 0.00, "lumo_energy_ev": [-13.82, -14.73], "e_tot_ev": -104040.94230, "homo_ev": [-22.34, -24.75], "species": ["W", "C", "C", "O", "C", "C", "O", "C", "C", "O", "C", "C", "O", "C", "C", "O", "C", "C", "O", "H", "H", "H", "H", "H", "H", "H", "H", "H", "H", "H", "H", "H", "H", "H", "H", "H", "H", "H", "H", "H", "H", "H", "H", "F", "As", "F", "F", "F", "F", "F"], "positions_angstrom": [[0.1549, 0.2074, 0.0749], [1.1826, 1.4698, -2.6060], [0.0998, 2.3237, -2.0020], [0.2214, 2.1639, -0.5282], [1.0385, 3.1491, 0.2315], [2.1653, 2.3555, 0.8440], [1.5677, 1.1330, 1.4140], [1.0962, 1.3544, 2.8030], [-0.0071, 0.3753, 3.0565], [-0.9094, 0.4782, 1.8897], [-2.1758, -0.2411, 2.0500], [-1.9797, -1.6363, 1.5215], [-0.7690, -1.7570, 0.8706], [-0.0032, -3.0048, 0.9169], [1.0592, -2.7880, -0.1184], [1.5675, -1.4075, 0.0893], [2.7628, -1.1233, -0.7307], [2.2681, -0.7157, -2.0931], [1.1647, 0.2220, -1.8251], [2.1769, 1.9089, -2.5123], [0.9759, 1.2445, -3.6529], [-0.9043, 1.9847, -2.2423], [0.1978, 3.3783, -2.2539], [0.3627, 3.6067, 0.9513], [1.3993, 3.9093, -0.4599], [2.6834, 2.9063, 1.6295], [2.8979, 2.0238, 0.1105], [0.7414, 2.3815, 2.8801], [1.9378, 1.1957, 3.4774], [-0.5570, 0.6457, 3.9584], [0.3496, -0.6537, 3.1341], [-2.9306, 0.3365, 1.5168], [-2.4422, -0.2405, 3.1099], [-3.1940, -1.8064, 0.2831], [-2.3311, -2.5234, 2.0450], [-0.6473, -3.8470, 0.6564], [0.3908, -3.1183, 1.9288], [0.6579, -2.8615, -1.1301], [1.8990, -3.4696, 0.0104], [3.4012, -2.0059, -0.7558], [3.2903, -0.3270, -0.2092], [1.8665, -1.5318, -2.6913], [3.0483, -0.2076, -2.6604], [-1.5516, 0.0723, -0.7878], [-4.0702, -0.8104, -2.2140], [-4.3184, 0.2702, -0.9708], [-3.8201, -1.9944, -0.4687], [-5.5066, -1.5029, -2.5567], [-2.8837, -1.8797, -2.6813], [-3.6236, 0.3570, -3.3028]], "atomic_forces_ev_per_a": [[-0.38, -0.66, 0.35], [0.01, -0.04, -0.02], [-0.01, 0.06, 0.06], [0.02, 0.09, -0.01], [-0.03, -0.02, -0.08], [0.03, -0.02, 0.05], [0.08, 0.12, -0.06], [0.07, 0.01, -0.04], [0.02, 0.00, 0.08], [-0.09, 0.16, 0.10], [0.09, 0.09, 0.05], [0.59, -0.04, 0.16], [-0.30, 0.27, -0.11], [0.05, -0.16, 0.14], [0.01, 0.08, -0.03], [0.11, 0.04, 0.03], [0.03, -0.03, -0.02], [-0.03, 0.08, -0.02], [0.00, 0.02, -0.07], [0.00, 0.02, 0.01], [0.01, -0.02, 0.01], [0.00, -0.02, -0.01], [0.00, 0.00, 0.01], [0.01, 0.00, 0.01], [0.00, 0.02, 0.02], [0.01, -0.01, 0.00], [-0.01, 0.00, -0.01], [-0.01, 0.00, 0.00], [0.00, 0.00, -0.01], [-0.02, 0.01, -0.02], [-0.03, -0.02, -0.02], [0.00, 0.04, -0.05], [-0.04, -0.06, -0.03], [-0.52, -0.12, -0.61], [-0.02, -0.03, 0.02], [0.04, 0.02, 0.02], [-0.01, -0.01, -0.07], [0.04, 0.00, -0.01], [-0.03, -0.03, 0.03], [-0.02, -0.01, 0.02], [-0.01, 0.01, 0.00], [0.01, -0.01, 0.01], [-0.01, -0.01, -0.01], [0.26, 0.16, -0.13], [0.00, 0.34, -0.30], [0.14, -0.12, -0.02], [0.15, -0.24, 0.36], [0.06, 0.01, 0.05], [-0.01, 0.12, 0.35], [-0.27, -0.07, -0.15]]}